85
Properties=species:S:1:pos:R:3:mulliken_spin:R:1 method="wB97M-V/def2-TZVPD" gap_ev="9.00 / 8.17" homo_energy_ev="-8.46 / -9.02" max_force_ha_per_bohr=0.0518 s_squared=2.005 spin_multiplicity=3
Pt 1.274 -0.316 0.165 1.448
C -1.241 -4.600 -1.565 0.001
C -0.706 -3.253 -1.056 -0.005
C -0.782 -3.294 0.505 0.003
C 0.727 -3.054 -1.570 -0.009
C 1.440 -3.830 -2.507 0.001
C 2.678 -3.213 -2.635 -0.005
N 2.707 -2.192 -1.802 -0.054
N 1.525 -2.058 -1.173 0.220
B 3.783 -1.184 -1.560 -0.031
N 3.379 0.250 -1.929 -0.055
C 3.924 1.049 -2.838 -0.006
C 3.406 2.312 -2.632 0.003
C 2.472 2.156 -1.595 0.012
N 2.456 0.906 -1.212 0.226
C 1.644 3.287 -0.966 -0.032
C 1.245 3.038 0.478 0.031
C 0.447 3.550 -1.881 0.002
N 4.083 -1.287 -0.073 -0.025
C 5.121 -1.873 0.526 0.002
C 4.924 -1.853 1.868 -0.003
C 3.673 -1.246 2.035 -0.009
N 3.213 -0.881 0.866 0.134
C 2.890 -0.990 3.281 0.028
C 2.574 0.561 3.345 0.004
C 1.649 -1.860 3.372 -0.007
H -2.240 -4.737 -1.141 0.000
H -0.588 -5.403 -1.254 0.000
H -1.317 -4.624 -2.694 0.000
H -1.343 -2.445 -1.404 0.003
H -0.235 -4.126 0.986 0.003
H -1.842 -3.340 0.752 0.002
H -0.473 -2.373 0.921 0.001
H 1.080 -4.748 -3.035 0.001
H 3.486 -3.417 -3.254 0.000
H 4.784 -1.396 -2.204 -0.001
H 4.645 0.603 -3.493 -0.001
H 3.709 3.192 -3.167 0.000
H 2.286 4.149 -1.047 -0.002
H 0.453 2.303 0.536 -0.005
H 0.893 4.005 0.879 -0.001
H 2.155 2.703 1.028 -0.007
H -0.243 2.743 -1.895 -0.002
H 0.814 3.818 -2.890 0.000
H -0.088 4.422 -1.484 0.000
H 5.963 -2.261 -0.087 0.000
H 5.608 -2.234 2.669 0.000
H 3.517 -1.219 4.116 -0.001
H 1.904 0.852 2.563 0.007
H 3.494 1.135 3.181 0.004
H 2.152 0.911 4.277 -0.001
H 1.101 -1.770 2.437 0.018
H 0.997 -1.522 4.170 0.000
H 1.839 -2.931 3.510 0.001
C -3.872 3.473 -1.728 0.000
C -3.680 1.988 -1.758 0.000
C -4.913 1.205 -1.467 0.000
C -3.117 1.572 -3.120 0.000
O -2.674 1.773 -0.695 -0.010
P -2.072 0.317 -0.290 0.011
O -2.339 -0.672 -1.343 0.004
O -0.662 0.455 0.252 0.098
O -2.949 -0.031 0.961 0.000
C -2.927 0.454 2.291 -0.005
C -4.366 0.204 2.820 -0.001
C -1.895 -0.353 3.116 0.009
C -2.567 1.922 2.415 0.000
H -4.502 3.863 -2.512 0.000
H -2.920 4.000 -1.927 0.000
H -4.227 3.928 -0.797 0.000
H -5.619 1.352 -2.302 0.000
H -5.361 1.547 -0.578 0.000
H -4.778 0.117 -1.361 0.000
H -3.842 1.878 -3.877 0.000
H -3.069 0.468 -3.182 0.000
H -2.146 2.046 -3.313 0.000
H -4.625 -0.853 2.686 0.000
H -5.028 0.779 2.182 0.000
H -4.532 0.500 3.846 0.000
H -2.009 -1.408 3.035 0.003
H -1.958 -0.020 4.118 0.000
H -0.914 -0.059 2.739 -0.003
H -3.142 2.610 1.707 0.000
H -1.524 2.139 2.247 -0.001
H -2.783 2.391 3.414 0.000